1.
Formula: C4H10NO
Source: OMol25
Level of theory: the ωB97M-V functional and the def2-TZVPD basis

Geometry as XYZ:
```
16
Properties=species:S:1:pos:R:3:lowdin_charge:R:1
C -0.0996 -1.4996 -0.7377 -0.2492
C -0.6936 -0.5832 0.3828 -0.5440
C -0.1742 0.8578 0.3564 -0.2488
C 1.4150 0.9543 0.3251 -0.5595
O 1.9472 0.9313 -0.9180 -0.4141
N -2.1722 -0.5340 0.6280 -0.1177
H 0.6390 -0.8324 -1.1930 0.0353
H 0.3506 -2.3923 -0.2982 0.0096
H -0.8080 -1.7987 -1.5091 -0.0394
H -0.2937 -1.0024 1.3050 0.0793
H -0.5104 1.4156 -0.5164 0.0799
H -0.4367 1.3513 1.2853 0.0633
H 1.5930 1.9263 0.8736 0.0484
H 1.8364 0.1915 1.0365 0.0692
H -2.5692 0.2806 0.1566 -0.0820
H -2.6592 -1.3089 0.1725 -0.1304
```

The calculation puts the highest occupied orbital energy (spin up / spin down) at 4.595 / 0.634 eV. The calculation puts the frontier orbital gap (spin up / spin down) at 2.98 / 6.82 eV. Its spin multiplicity is 2. As for the total charge: -2.

---

2.
Formula: C4H10NO
Source: OMol25
Level of theory: the ωB97M-V functional and the def2-TZVPD basis

Geometry as XYZ:
```
16
Properties=species:S:1:pos:R:3:lowdin_charge:R:1
C 0.9688 1.5991 -0.2349 -0.0348
C 1.1917 0.2088 0.2501 -0.3317
C 2.2998 -0.4924 0.0557 0.1471
C -1.1656 -0.0302 0.9268 0.1687
N 0.0241 -0.4577 0.7434 0.0841
H 0.1881 1.6789 -0.9947 0.0963
H 1.8774 1.9632 -0.7068 0.0951
H 0.7422 2.2990 0.5743 0.1007
H 2.3839 -1.4926 0.4692 0.0886
H 3.1461 -0.1176 -0.4937 0.0947
H -1.8632 -0.6920 1.4150 0.1216
H -1.4214 0.9945 0.6913 0.1244
H 0.2661 -1.2731 1.3044 0.1811
H -2.7601 -0.8177 -1.8451 0.0458
H -3.2916 -2.0279 -1.0910 0.0780
O -2.5864 -1.3424 -1.0638 -0.0597
```

The calculation puts the highest occupied orbital energy at -14.512 eV. The calculation puts the frontier orbital gap at 9.52 eV. As for the total charge: +1.

---

3.
Formula: C4H10NO
Source: OMol25
Level of theory: the ωB97M-V functional and the def2-TZVPD basis

Geometry as XYZ:
```
16
Properties=species:S:1:pos:R:3:lowdin_charge:R:1
C -0.7411 -0.5105 -0.1695 -0.2327
C 0.6079 0.1503 -0.0620 -0.4155
C -1.9988 0.3366 -0.2364 -0.0165
C 1.9220 -0.4202 -0.4845 0.0300
N -0.1623 -0.4729 1.1511 0.2077
O 0.5969 1.5099 0.1039 0.0808
H -0.8258 -1.4738 -0.8151 0.2041
H -2.8800 -0.2846 0.0507 0.1092
H -2.0132 0.7562 -1.2606 0.1114
H -1.9423 1.1230 0.5640 0.1014
H 2.3901 -1.2099 0.1299 0.1057
H 2.6720 0.3927 -0.3700 0.1063
H 1.7308 -0.7962 -1.5711 0.1446
H -0.6921 0.2018 1.6974 0.1697
H 0.0532 -1.3083 1.6182 0.1617
H 1.2828 2.0057 -0.3461 0.1322
```

The calculation puts the highest occupied orbital energy at -15.480 eV. The SMILES is C[C@@H]1[NH2+][C@]1(C)O. The calculation puts the frontier orbital gap at 12.39 eV. As for the total charge: +1.

---

4.
Formula: C4H10NO
Source: OMol25
Level of theory: the ωB97M-V functional and the def2-TZVPD basis

Geometry as XYZ:
```
16
Properties=species:S:1:pos:R:3:lowdin_charge:R:1
C 1.2912 -1.2379 0.8998 -0.0348
C 0.6796 -0.6846 -0.3568 -0.2795
C 1.0238 -1.0502 -1.5874 0.1301
C -1.5568 -0.7926 0.6273 0.1900
N -0.7625 -0.3485 -0.2694 0.0933
H 0.8722 -0.7937 1.8080 0.0863
H 2.3422 -0.9450 0.8937 0.1029
H 1.1831 -2.3192 0.9639 0.1044
H 0.4172 -1.0826 -2.4889 0.0945
H 2.0372 -1.3784 -1.7894 0.0984
H -2.5592 -0.3975 0.7560 0.1320
H -1.1376 -1.3756 1.4398 0.1126
H -1.0944 -0.1576 -1.2081 0.1699
H -0.6734 4.6985 -0.3738 0.0272
H -1.2661 4.0502 0.7411 0.0276
O -0.7965 3.8146 -0.0558 -0.0549
```

The calculation puts the highest occupied orbital energy at -14.474 eV. The calculation puts the frontier orbital gap at 8.94 eV. As for the total charge: +1.

---

5.
Formula: C4H10NO
Source: OMol25
Level of theory: the ωB97M-V functional and the def2-TZVPD basis

Geometry as XYZ:
```
16
Properties=species:S:1:pos:R:3:lowdin_charge:R:1
C -1.7610 0.0633 -0.6951 -0.1564
C 0.5685 0.5246 0.8460 0.0526
C -1.4826 -1.2734 -0.3010 -0.0295
C 2.7089 0.1332 -0.1206 -0.0632
N -1.9562 0.9545 0.1534 0.1995
O 1.3368 0.1015 -0.1106 -0.1343
H -1.9401 0.3565 -1.6600 0.1343
H 0.8926 0.9798 1.8633 0.0825
H -0.9638 -1.2954 0.6492 0.0798
H -0.8211 -1.7679 -1.0221 0.1201
H -2.4114 -1.8441 -0.3375 0.1265
H 3.1988 -0.8018 -0.0619 0.0959
H 2.9549 0.6891 0.7577 0.0901
H 3.1395 0.5736 -1.0032 0.1072
H -1.6946 1.9202 -0.0586 0.1738
H -1.7692 0.6863 1.1009 0.1213
```

The calculation puts the highest occupied orbital energy at -12.457 eV. The calculation puts the frontier orbital gap at 8.12 eV. As for the total charge: +1.

---

6.
Formula: C4H10NO
Source: OMol25
Level of theory: the ωB97M-V functional and the def2-TZVPD basis

Geometry as XYZ:
```
16
Properties=species:S:1:pos:R:3:lowdin_charge:R:1
C 0.5698 -0.6867 1.1110 -0.1302
C 0.1010 -0.6650 -0.3207 -0.1929
C -1.0430 0.3125 -0.5733 -0.1519
C -1.4743 0.3079 -2.0255 -0.2594
O -1.7925 1.3116 -2.6014 0.0873
N 1.4088 0.5534 1.4155 0.2092
H -0.1762 -0.7364 1.8946 0.1381
H 1.2106 -1.5408 1.3072 0.1340
H 0.9089 -0.4773 -1.0408 0.1337
H -0.1432 -1.6963 -0.5898 0.1369
H -1.9576 0.0263 -0.0358 0.1380
H -0.8472 1.3431 -0.2734 0.1178
H -1.5123 -0.6516 -2.5695 0.1368
H 0.8047 1.3737 1.4395 0.1638
H 1.9847 0.6707 0.5917 0.1622
H 1.9580 0.5549 2.2707 0.1764
```

The calculation puts the highest occupied orbital energy at -13.297 eV. The SMILES is [NH3+]CCCC=O. The calculation puts the frontier orbital gap at 9.36 eV. As for the total charge: +1.

---

7.
Formula: C4H10NO
Source: OMol25
Level of theory: the ωB97M-V functional and the def2-TZVPD basis

Geometry as XYZ:
```
16
Properties=species:S:1:pos:R:3:lowdin_charge:R:1
C 0.2144 0.4072 -1.9307 -0.0415
C -0.1721 -0.3776 -0.7022 -0.1135
C -0.6854 -0.7685 1.6849 -0.0016
C -0.5292 0.3400 0.5876 -0.4097
N 1.2316 -0.1073 -1.1051 0.1592
O 0.4560 1.1931 1.0073 -0.0135
H -0.1324 -0.0398 -2.8307 0.1326
H 0.0112 1.4595 -2.0095 0.1431
H -0.5288 -1.4124 -0.9783 0.1904
H 0.3075 -1.0028 1.9719 0.0844
H -1.4497 -1.5364 1.5084 0.1071
H -1.0969 -0.1056 2.4119 0.0762
H -1.5093 0.9198 0.3997 0.1870
H 1.7563 -0.7711 -1.6001 0.1721
H 1.5573 0.5772 -0.3915 0.1837
H 0.5695 1.2248 1.9764 0.1441
```

The calculation puts the highest occupied orbital energy at -15.299 eV. The SMILES is C[C@@H](O)[C@H]1C[NH2+]1. The calculation puts the frontier orbital gap at 12.14 eV. As for the total charge: +1.

---

8.
Formula: C4H10NO
Source: OMol25
Level of theory: the ωB97M-V functional and the def2-TZVPD basis

Geometry as XYZ:
```
16
Properties=species:S:1:pos:R:3:lowdin_charge:R:1
C -1.9326 0.4918 -0.0291 -0.2079
C 1.8995 0.2493 0.9296 -0.0115
C -0.5450 -0.3580 0.1494 -0.0594
C 0.9504 -0.1344 -0.1146 -0.2630
N 1.4139 -0.1308 -1.3282 0.2412
O -2.9855 -0.3147 -0.4934 -0.0413
H -1.5717 1.0767 -0.8542 0.1076
H 1.9829 -0.6719 1.7147 0.1718
H 1.7000 1.2076 1.4182 0.1109
H 2.9166 0.4305 0.4476 0.1099
H -2.1746 1.0114 0.9540 0.1498
H -0.6137 -0.7626 1.2089 0.1484
H -0.7728 -1.0440 -0.5752 0.0789
H 0.7389 -0.1543 -2.0841 0.1553
H 2.4028 -0.0945 -1.6140 0.1696
H -3.4091 -0.8022 0.2703 0.1397
```

The calculation puts the highest occupied orbital energy at -14.601 eV. The SMILES is CC(=[NH2+])CCO. The calculation puts the frontier orbital gap at 9.78 eV. As for the total charge: +1.

---

Relative energy (zero: lowest compared OMol25 entry of this formula, charge and spin)? In order: 0.636; 1.343; 1.659; 2.287; 5.124; 0.923; 2.168; 1.888 eV.
E? In order: -288.2007; -288.1137; -288.1021; -288.0790; -287.9748; -288.1292; -288.0834; -288.0937 a.u..
Largest force on an atom? In order: 0.0370; 0.0407; 0.0586; 0.0529; 0.0574; 0.0238; 0.0738; 0.0708 hartree/bohr.